Arrangement a

Density functional theory data (ωB97M-V/def2-TZVPD) for a cluster of 2 separate species, H4OS2 in total.

LUMO level = 0.45 eV
Gap between HOMO and LUMO = 9.65 eV
HOMO = -9.19 eV
Structure (SMILES) = SS.O

Each line ends with the natural charge from an NBO analysis.
Positions of all 7 atoms, in Å:
S  -0.3024  0.7459  1.2264  -0.162
S  -1.0778  -1.1156  1.6331  -0.152
H  0.7926  0.2652  0.6000  0.182
H  -1.7655  -1.3520  0.4957  0.108
O  1.0698  0.4385  -1.0405  -0.947
H  0.2669  -0.1135  -1.1776  0.481
H  1.0164  1.1314  -1.7371  0.490



Arrangement b

Density functional theory data (ωB97M-V/def2-TZVPD) for a cluster of 2 separate species, H4OS2 in total.

LUMO level = 0.21 eV
Gap between HOMO and LUMO = 9.39 eV
HOMO = -9.19 eV
Structure (SMILES) = SS.O

Each line ends with the natural charge from an NBO analysis.
Positions of all 7 atoms, in Å:
S  -5.7729  -0.0323  -0.4654  -0.116
S  -4.2608  -0.8917  0.7046  -0.150
H  -5.4111  -0.9823  -1.3232  0.138
H  -4.9356  -1.3228  1.7781  0.128
O  6.7726  1.0777  0.1030  -0.957
H  7.4627  0.6136  -0.3694  0.479
H  6.1451  1.5378  -0.4277  0.478



Which structure loses on stability? arrangement a does.



Arrangement a

Density functional theory data (ωB97M-V/def2-TZVPD) for the molecule CHN3O.

LUMO level = -0.03 eV
Gap between HOMO and LUMO = 11.87 eV
HOMO = -11.90 eV
Structure (SMILES) = c1nnon1

Each line ends with the natural charge from an NBO analysis.
Positions of all 6 atoms, in Å:
C  0.6284  0.3721  0.1512  0.085
N  0.2776  -0.8032  0.6973  -0.241
N  -0.8070  -1.1495  0.0410  0.121
O  -1.2523  -0.1621  -0.7006  -0.085
N  -0.3005  0.7854  -0.6922  -0.110
H  1.4537  0.9574  0.5033  0.229



Arrangement b

Density functional theory data (ωB97M-V/def2-TZVPD) for the molecule CHN3O.

LUMO level = 0.36 eV
Gap between HOMO and LUMO = 11.91 eV
HOMO = -11.55 eV
Structure (SMILES) = c1nnno1

Each line ends with the natural charge from an NBO analysis.
Positions of all 6 atoms, in Å:
C  -0.7608  -0.0217  0.0974  0.260
N  -0.0240  1.0711  -0.1054  -0.293
N  1.2885  0.5884  0.0178  -0.044
N  1.2065  -0.6062  0.0281  0.096
O  0.0520  -1.1140  -0.0975  -0.231
H  -1.7621  0.0823  0.0596  0.212



Which structure loses on stability? arrangement b does.



Arrangement a

Density functional theory data (ωB97M-V/def2-TZVPD) for the molecule C3H7O2P.

LUMO level = 0.78 eV
Gap between HOMO and LUMO = 10.16 eV
HOMO = -9.38 eV
Structure (SMILES) = C[C@H]1O[C@@H]1PO

Each line ends with the natural charge from an NBO analysis.
Positions of all 13 atoms, in Å:
C  -1.7444  0.5939  0.0308  -0.641
C  -0.3102  0.7439  0.5182  0.086
O  -0.0206  -0.0631  1.5958  -0.487
C  0.6523  -0.3952  0.3244  -0.323
P  2.4064  -0.1160  0.2232  0.903
O  2.9398  -1.6581  0.2302  -0.991
H  -2.2865  1.5020  0.0708  0.214
H  -2.2362  -0.1887  0.5626  0.228
H  -1.7311  0.3922  -0.9877  0.210
H  -0.0096  1.7544  0.5826  0.176
H  0.1588  -1.1676  -0.3010  0.211
H  2.1229  0.1835  -1.1536  -0.095
H  3.8208  -1.8504  0.5670  0.509



Arrangement b

Density functional theory data (ωB97M-V/def2-TZVPD) for the molecule C3H7O2P.

LUMO level (spin up / spin down) = 0.04 / 0.04 eV
Gap between HOMO and LUMO (spin up / spin down) = 7.60 / 7.59 eV
HOMO (spin up / spin down) = -7.56 / -7.56 eV

Each line ends with the natural charge from an NBO analysis.
Positions of all 13 atoms, in Å:
C  0.6860  1.3235  0.3184  -0.359
C  -0.6637  -0.2844  -0.7399  0.377
C  -1.5437  -0.9254  0.3008  -0.717
O  -0.0873  0.9370  -0.6909  -0.439
O  1.2577  -1.2239  -0.2074  -1.035
P  2.0746  -0.0641  0.1850  0.966
H  1.0149  2.3929  0.3294  0.227
H  0.3437  1.1573  1.3865  0.183
H  -0.7178  -0.7379  -1.7854  0.212
H  -2.5545  -0.4512  0.2882  0.241
H  -1.1110  -0.6617  1.3152  0.238
H  -1.6130  -2.0291  0.2807  0.263
H  2.9140  0.5670  -0.9804  -0.157



Which structure loses on stability? arrangement b does.



Arrangement a

Density functional theory data (ωB97M-V/def2-TZVPD) for a structure of composition C31H40BHfN13S.

LUMO level (spin up / spin down) = -8.48 / -10.82 eV
Net charge = +3
Spin multiplicity = 2
Gap between HOMO and LUMO (spin up / spin down) = 7.67 / 5.33 eV
HOMO (spin up / spin down) = -16.15 / -16.15 eV

Each line ends with the Löwdin spin population.
Positions of all 87 atoms, in Å:
Hf  0.1095  -0.1942  0.5886  0.012
C  2.8634  -1.2063  -1.1333  0.001
N  2.5349  -0.3295  0.0260  0.014
C  3.4309  -0.7362  1.1617  0.005
C  2.8182  1.0704  -0.2368  0.052
C  3.7914  1.4943  -1.1191  -0.006
C  4.0510  2.8516  -1.2568  0.072
C  3.3191  3.7886  -0.5274  -0.002
C  2.3541  3.3727  0.3660  0.050
C  2.1236  2.0026  0.5487  0.019
N  1.1929  1.4586  1.4512  0.287
C  0.7202  2.0539  2.5723  0.055
C  1.2164  3.2495  3.1545  0.102
C  0.5371  3.8383  4.1903  0.001
C  -0.6235  3.2445  4.6983  0.177
C  -1.0375  1.9859  4.2465  -0.001
C  -0.3555  1.3772  3.2298  0.110
N  -0.5319  -0.0359  2.8935  0.013
C  0.4708  -0.7709  3.7494  0.007
C  -1.8736  -0.5510  3.3090  0.001
H  3.9437  -1.3229  -1.2115  0.001
H  2.4753  -0.7830  -2.0529  0.000
H  2.4255  -2.1862  -0.9736  0.000
H  4.4647  -0.5344  0.8827  0.000
H  3.3241  -1.7986  1.3457  0.000
H  3.1983  -0.1657  2.0574  0.001
H  4.3586  0.7804  -1.7023  -0.001
H  4.8227  3.1792  -1.9433  0.003
H  3.4993  4.8468  -0.6674  -0.001
H  1.7455  4.1022  0.8793  0.003
H  2.1444  3.6790  2.8118  0.004
H  0.9087  4.7578  4.6244  -0.002
H  -1.1680  3.7219  5.5034  0.008
H  -1.8676  1.4969  4.7371  -0.002
H  0.3411  -0.4583  4.7833  0.000
H  1.4886  -0.5436  3.4386  0.000
H  0.2637  -1.8322  3.6747  0.001
H  -1.9078  -0.6437  4.3938  0.000
H  -2.0240  -1.5319  2.8697  0.000
H  -2.6513  0.1293  2.9819  0.000
C  -4.0716  -1.8134  0.2870  0.000
C  -3.2247  -0.7570  0.5495  0.000
N  -1.9883  -1.0009  0.0888  0.000
N  -2.0466  -2.2309  -0.5231  0.000
C  -3.2794  -2.7302  -0.3881  0.000
B  -0.7982  -2.6770  -1.3558  0.000
N  0.2715  -3.1066  -0.2760  0.000
C  0.8584  -4.2934  -0.1567  0.000
C  1.5337  -4.3501  1.0588  0.000
C  1.3055  -3.1319  1.6427  0.000
N  0.5288  -2.3490  0.8540  0.001
N  -0.3188  -1.3956  -2.1627  0.000
C  -0.4290  -1.2125  -3.4794  0.001
C  -0.0519  0.0929  -3.7883  0.000
C  0.2511  0.6701  -2.5754  0.001
N  0.0917  -0.2278  -1.5855  0.001
N  -0.9997  -3.7498  -2.3642  0.000
C  -2.0792  -4.3684  -2.9404  0.000
C  -1.6138  -5.1828  -3.9268  0.000
C  -0.2130  -5.0040  -3.9046  0.000
N  0.1671  -4.1410  -2.9782  0.000
H  -5.1162  -1.9078  0.5390  0.000
H  -3.4453  0.1892  1.0165  0.000
H  -3.5314  -3.7102  -0.7584  0.000
H  0.7775  -5.0219  -0.9489  0.000
H  2.0957  -5.1787  1.4596  0.000
H  1.6773  -2.7794  2.5877  0.000
H  -0.7501  -2.0168  -4.1252  0.000
H  -0.0025  0.5442  -4.7672  0.000
H  0.5882  1.6712  -2.3483  0.001
H  -3.0964  -4.1747  -2.6496  0.000
H  -2.1941  -5.8141  -4.5803  0.000
H  0.5319  -5.4731  -4.5342  0.000
C  -3.0443  1.0086  -2.3910  0.000
N  -2.5251  2.3714  -2.3438  0.001
C  -1.8787  2.9637  -1.3405  0.002
S  -1.4125  2.1932  0.1439  0.007
N  -1.6432  4.2648  -1.4709  0.002
C  -0.9881  5.1444  -0.4985  0.000
H  -2.7200  0.5253  -3.3086  0.000
H  -4.1324  1.0228  -2.3575  0.000
H  -2.6599  0.4611  -1.5449  0.000
H  -2.8271  2.9729  -3.0976  0.000
H  -2.0089  4.7126  -2.2983  0.000
H  -1.4661  5.0724  0.4741  0.000
H  -1.0871  6.1603  -0.8695  0.000
H  0.0684  4.9008  -0.4083  0.000



Arrangement b

Density functional theory data (ωB97M-V/def2-TZVPD) for a structure of composition C31H40BHfN13S.

LUMO level (spin up / spin down) = -7.68 / -11.11 eV
Net charge = +3
Spin multiplicity = 2
Gap between HOMO and LUMO (spin up / spin down) = 7.36 / 3.92 eV
HOMO (spin up / spin down) = -15.03 / -15.03 eV

Each line ends with the Löwdin spin population.
Positions of all 87 atoms, in Å:
Hf  -0.8288  0.3841  1.0674  0.000
C  -2.1335  -2.4860  2.1638  0.000
N  -0.8295  -1.9140  1.7154  0.000
C  -0.2481  -2.8423  0.7182  0.002
C  0.0026  -1.7223  2.9156  0.000
C  0.9050  -2.6773  3.3596  0.000
C  1.6332  -2.4337  4.5138  0.000
C  1.4613  -1.2407  5.2073  0.000
C  0.5539  -0.2896  4.7719  0.000
C  -0.2124  -0.5325  3.6319  0.000
N  -1.1519  0.3562  3.0589  0.000
C  -2.1514  1.1223  3.6855  0.000
C  -2.2562  1.4128  5.0408  0.000
C  -3.2901  2.2214  5.4939  0.000
C  -4.2265  2.7400  4.6142  0.000
C  -4.1487  2.4302  3.2629  0.000
C  -3.1174  1.6306  2.8049  0.000
N  -3.0418  1.1858  1.3933  0.000
C  -3.3754  2.2953  0.4506  0.000
C  -4.0428  0.0971  1.1956  0.000
H  -1.9568  -3.4643  2.6140  0.000
H  -2.5793  -1.8354  2.9103  0.000
H  -2.8025  -2.6030  1.3116  0.000
H  -0.2618  -3.8717  1.0802  0.000
H  -0.8503  -2.7970  -0.1899  0.001
H  0.7770  -2.5564  0.4897  0.001
H  1.0456  -3.6053  2.8224  0.000
H  2.3353  -3.1732  4.8729  0.000
H  2.0433  -1.0495  6.0987  0.000
H  0.4557  0.6460  5.3023  0.000
H  -1.5509  1.0052  5.7487  0.000
H  -3.3611  2.4450  6.5496  0.000
H  -5.0271  3.3691  4.9766  0.000
H  -4.9044  2.8086  2.5875  0.000
H  -4.4389  2.5273  0.4920  0.000
H  -2.8084  3.1849  0.7047  0.000
H  -3.1393  1.9889  -0.5685  0.000
H  -5.0433  0.5220  1.1062  0.000
H  -3.8293  -0.4569  0.2776  0.000
H  -4.0315  -0.5731  2.0478  0.000
C  -0.0297  4.7195  1.1338  0.000
C  -0.4837  3.5684  1.7523  0.000
N  -0.2566  2.5037  0.9644  0.000
N  0.3651  2.9595  -0.1593  0.000
C  0.4988  4.2898  -0.0731  0.000
B  0.8958  1.9722  -1.2489  0.000
N  -0.3243  1.2251  -1.9142  0.000
C  -0.7965  1.2524  -3.1662  0.001
C  -1.8651  0.3718  -3.2727  0.000
C  -1.9994  -0.1691  -2.0115  0.000
N  -1.0793  0.3439  -1.1746  0.000
N  1.7706  0.8943  -0.4977  0.000
C  3.0134  0.5104  -0.8158  0.000
C  3.4618  -0.3935  0.1326  0.000
C  2.4057  -0.5281  1.0178  0.000
N  1.3728  0.2383  0.6306  0.000
N  1.7804  2.7027  -2.2124  0.000
C  2.8811  3.4465  -1.8807  0.000
C  3.4486  3.8983  -3.0367  0.000
C  2.6261  3.3756  -4.0570  0.000
N  1.6376  2.6582  -3.5648  0.000
H  -0.0708  5.7283  1.5051  0.000
H  -0.9655  3.4436  2.7101  0.000
H  0.9595  4.8530  -0.8671  0.000
H  -0.3213  1.8869  -3.8953  0.000
H  -2.4630  0.1766  -4.1454  0.000
H  -2.7153  -0.8956  -1.6580  0.000
H  3.5136  0.9255  -1.6751  0.000
H  4.4310  -0.8569  0.1890  0.000
H  2.3427  -1.1074  1.9249  0.000
H  3.1781  3.5908  -0.8537  0.000
H  4.3207  4.5200  -3.1390  0.000
H  2.7189  3.5008  -5.1239  0.000
C  2.0840  -3.7939  -6.8665  0.005
N  1.6095  -3.2517  -5.5827  0.040
C  2.1267  -3.3897  -4.3775  0.079
S  1.4873  -2.3432  -3.1223  0.812
N  3.0777  -4.2317  -4.0196  0.042
C  3.6333  -5.3758  -4.7608  0.005
H  1.6954  -3.1508  -7.6506  0.000
H  1.7146  -4.8042  -7.0257  0.003
H  3.1679  -3.7689  -6.9096  0.001
H  0.7805  -2.6771  -5.6227  0.001
H  3.4754  -4.0559  -3.1088  0.001
H  4.4306  -5.0598  -5.4295  0.003
H  2.8495  -5.8850  -5.3116  0.001
H  4.0419  -6.0666  -4.0292  0.000



Which structure loses on stability? arrangement b does.